Record 1
Formula: C4H15NO2
Source: the OMol25 dataset
Level of theory: the ωB97M-V functional and the def2-TZVPD basis

```
! wB97M-V def2-TZVPD RIJCOSX def2/J DEFGRID3
* xyz 0 1
C 0.104 -0.219 1.365
N 0.413 1.191 1.218
C 0.384 1.746 -0.158
C 1.237 0.933 -1.140
C -1.066 1.801 -0.639
H -0.410 -0.645 0.501
H 0.952 -0.870 1.609
H -0.596 -0.382 2.195
H 1.327 1.399 1.604
H 0.729 2.772 -0.021
H 1.516 1.493 -2.021
H 2.147 0.604 -0.649
H 0.712 0.026 -1.417
H -1.565 0.866 -0.405
H -1.615 2.598 -0.140
H -1.108 1.978 -1.713
O 1.377 -2.831 -0.761
H 0.720 -2.642 -0.085
H 2.136 -2.267 -0.598
O -2.091 -2.595 0.576
H -2.376 -1.897 -0.031
H -2.927 -3.060 0.709
*
```

Energy above the lowest of the compared OMol25 structures with the same formula, charge and spin ... 26.37 kcal per mole
DFT total energy ... -9975.943 eV
Structure (SMILES) ... CNC(C)C.O.O

Record 2
Formula: C4H15NO2
Source: the OMol25 dataset
Level of theory: the ωB97M-V functional and the def2-TZVPD basis

```
! wB97M-V def2-TZVPD RIJCOSX def2/J DEFGRID3
* xyz 1 2
C 0.285 -0.455 2.679
C -0.679 -1.092 1.681
C -0.952 -0.205 0.468
N 0.189 -0.203 -0.427
C 0.016 0.401 -1.749
H -0.007 0.547 2.996
H 0.440 -1.063 3.550
H 1.275 -0.376 2.224
H -0.171 -1.980 1.299
H -1.585 -1.474 2.145
H -1.797 -0.571 -0.116
H -1.145 0.845 0.731
H 1.086 0.049 -0.001
H -0.992 0.169 -2.074
H 0.226 1.474 -1.618
H 0.816 0.022 -2.377
H 0.452 -2.074 -1.158
H 0.239 -2.780 -2.504
O 0.767 -2.810 -1.695
H 0.469 4.430 -1.140
H -0.702 3.651 -0.591
O 0.235 3.831 -0.420
*
```

Energy above the lowest of the compared OMol25 structures with the same formula, charge and spin ... 6.82 kcal per mole
DFT total energy ... -9967.543 eV

Record 3
Formula: C4H15NO3
Source: the OMol25 dataset
Level of theory: the ωB97M-V functional and the def2-TZVPD basis

```
! wB97M-V def2-TZVPD RIJCOSX def2/J DEFGRID3
* xyz 0 1
C 1.815 0.849 0.462
C 1.464 -0.220 1.538
C -0.038 0.036 1.647
N -0.537 1.024 0.692
C 0.667 1.866 0.443
H 1.829 0.348 -0.574
H 2.924 1.232 0.550
H 1.663 -1.191 1.103
H 1.918 -0.012 2.518
H -0.562 -0.932 1.397
H -0.339 0.385 2.594
H -0.768 0.581 -0.198
H 0.466 2.397 -0.417
H 0.667 2.730 1.149
O -0.358 -3.148 -1.892
H -0.986 -2.519 -2.442
H 0.387 -2.544 -1.831
O -4.020 1.483 0.340
H -4.409 1.099 1.102
H -3.099 1.221 0.373
O 1.542 -1.282 -2.228
H 0.921 -0.708 -2.405
H 2.380 -0.865 -2.067
*
```

Energy above the lowest of the compared OMol25 structures with the same formula, charge and spin ... 43.25 kcal per mole
DFT total energy ... -12022.343 eV
Structure (SMILES) ... C1CCNC1.O.O.O

Record 4
Formula: C4H15NO3
Source: the OMol25 dataset
Level of theory: the ωB97M-V functional and the def2-TZVPD basis

```
! wB97M-V def2-TZVPD RIJCOSX def2/J DEFGRID3
* xyz 0 1
N -0.788 1.715 0.975
C -0.301 0.475 1.449
C 1.067 0.278 0.857
C 1.235 1.358 -0.221
C -0.180 1.863 -0.398
H -0.587 2.541 1.517
H -0.255 0.430 2.534
H -1.165 -0.377 1.199
H 1.823 0.515 1.611
H 1.307 -0.758 0.632
H 1.970 2.128 0.056
H 1.628 0.992 -1.178
H -0.386 2.789 -0.926
H -0.657 1.094 -1.011
H -0.744 -1.899 0.305
H -0.188 -3.239 1.263
O -0.401 -2.314 1.409
H -1.777 -1.923 -0.997
H -1.970 -0.504 1.037
O -0.954 -1.450 -0.812
H 0.225 -0.384 -3.508
H 0.099 -1.050 -2.083
O 0.737 -0.714 -2.767
*
```

Energy above the lowest of the compared OMol25 structures with the same formula, charge and spin ... 135.10 kcal per mole
DFT total energy ... -12018.360 eV

Record 5
Formula: C4H15NO3
Source: the OMol25 dataset
Level of theory: the ωB97M-V functional and the def2-TZVPD basis

```
! wB97M-V def2-TZVPD RIJCOSX def2/J DEFGRID3
* xyz 1 2
N 0.455 -0.207 1.319
C 1.399 0.781 0.728
C 1.826 0.295 -0.628
C 1.030 -1.093 -0.902
C 0.569 -1.446 0.590
H -0.499 0.062 1.142
H 0.931 1.820 0.832
H 2.211 0.665 1.334
H 1.712 0.953 -1.479
H 2.950 -0.163 -0.611
H 0.383 -0.918 -1.799
H 1.698 -1.810 -1.339
H -0.298 -2.081 0.712
H 1.317 -2.079 1.096
H -2.951 1.758 -2.514
H -3.830 0.467 -3.224
O -3.784 1.110 -2.548
H -0.814 0.537 5.052
H -0.548 -0.045 3.521
O -0.974 -0.230 4.455
H -0.635 0.471 -1.241
H -1.385 0.199 -2.465
O -0.763 0.953 -2.033
*
```

Energy above the lowest of the compared OMol25 structures with the same formula, charge and spin ... 84.24 kcal per mole
DFT total energy ... -12012.181 eV

Record 6
Formula: C4H15NO3
Source: the OMol25 dataset
Level of theory: the ωB97M-V functional and the def2-TZVPD basis

```
! wB97M-V def2-TZVPD RIJCOSX def2/J DEFGRID3
* xyz 1 2
C 1.281 -0.351 0.289
C 0.627 0.866 -0.354
C -0.655 0.783 -0.785
C 2.486 1.485 -1.788
N 1.579 1.873 -0.712
H 2.400 -0.355 0.194
H 1.164 -1.326 -0.076
H 1.023 -0.249 1.383
H -1.380 -0.068 -0.666
H -1.127 1.668 -1.212
H 3.086 0.626 -1.658
H 3.370 2.198 -1.771
H 1.954 1.501 -2.763
H 1.629 2.807 -0.350
H -1.001 -4.092 -0.530
H -1.811 -3.082 -1.531
O -1.450 -3.961 -1.420
H 0.019 -4.283 2.169
H -1.375 -3.674 2.343
O -0.710 -3.859 1.713
H -2.988 3.425 2.511
H -4.342 3.984 2.873
O -3.779 4.083 2.138
*
```

Energy above the lowest of the compared OMol25 structures with the same formula, charge and spin ... 60.53 kcal per mole
DFT total energy ... -12013.209 eV

Please write out number 2 again, unchanged.
Formula: C4H15NO2
Source: the OMol25 dataset
Level of theory: the ωB97M-V functional and the def2-TZVPD basis

```
! wB97M-V def2-TZVPD RIJCOSX def2/J DEFGRID3
* xyz 1 2
C 0.285 -0.455 2.679
C -0.679 -1.092 1.681
C -0.952 -0.205 0.468
N 0.189 -0.203 -0.427
C 0.016 0.401 -1.749
H -0.007 0.547 2.996
H 0.440 -1.063 3.550
H 1.275 -0.376 2.224
H -0.171 -1.980 1.299
H -1.585 -1.474 2.145
H -1.797 -0.571 -0.116
H -1.145 0.845 0.731
H 1.086 0.049 -0.001
H -0.992 0.169 -2.074
H 0.226 1.474 -1.618
H 0.816 0.022 -2.377
H 0.452 -2.074 -1.158
H 0.239 -2.780 -2.504
O 0.767 -2.810 -1.695
H 0.469 4.430 -1.140
H -0.702 3.651 -0.591
O 0.235 3.831 -0.420
*
```

Energy above the lowest of the compared OMol25 structures with the same formula, charge and spin ... 6.82 kcal per mole
DFT total energy ... -9967.543 eV

- What is the energy above the lowest of the compared OMol25 structures with the same formula, charge and spin in the fourth record?
  135.10 kcal per mole

Please write out number 2 again, unchanged.
Formula: C4H15NO2
Source: the OMol25 dataset
Level of theory: the ωB97M-V functional and the def2-TZVPD basis

```
! wB97M-V def2-TZVPD RIJCOSX def2/J DEFGRID3
* xyz 1 2
C 0.285 -0.455 2.679
C -0.679 -1.092 1.681
C -0.952 -0.205 0.468
N 0.189 -0.203 -0.427
C 0.016 0.401 -1.749
H -0.007 0.547 2.996
H 0.440 -1.063 3.550
H 1.275 -0.376 2.224
H -0.171 -1.980 1.299
H -1.585 -1.474 2.145
H -1.797 -0.571 -0.116
H -1.145 0.845 0.731
H 1.086 0.049 -0.001
H -0.992 0.169 -2.074
H 0.226 1.474 -1.618
H 0.816 0.022 -2.377
H 0.452 -2.074 -1.158
H 0.239 -2.780 -2.504
O 0.767 -2.810 -1.695
H 0.469 4.430 -1.140
H -0.702 3.651 -0.591
O 0.235 3.831 -0.420
*
```

Energy above the lowest of the compared OMol25 structures with the same formula, charge and spin ... 6.82 kcal per mole
DFT total energy ... -9967.543 eV